DFT (the ωB97M-V functional and the def2-TZVPD basis) results for the molecule C21H22N4O2 in a non-equilibrium geometry.

Element x y z (Å)
1 O -2.402 0.764 -2.016
2 O -1.489 0.054 4.238
3 N -0.717 1.028 1.066
4 N -0.806 1.051 2.287
5 N -0.005 0.835 -1.772
6 N 1.228 -1.222 -2.989
7 C -1.392 0.492 -1.273
8 C 1.160 0.491 -1.262
9 C 1.092 -0.227 -3.843
10 C 0.638 1.539 4.299
11 C -3.768 -2.492 0.330
12 C 0.282 3.091 2.501
13 C -1.257 0.537 0.173
14 C -2.887 -1.780 -0.178
15 C 1.886 -1.018 -1.668
16 C -3.794 -2.803 1.816
17 C 1.367 2.613 4.838
18 C -0.121 1.841 3.108
19 C 1.005 4.104 3.254
20 C -1.452 -0.066 2.973
21 C 1.646 -2.210 -3.623
22 C -2.207 -0.891 2.077
23 C 1.436 3.768 4.400
24 C -3.263 -1.822 2.709
25 C 3.094 -2.462 -3.978
26 C -2.260 -0.814 0.722
27 C 0.046 0.894 -3.243
28 H -4.503 -3.422 2.282
29 H 0.801 -2.616 -4.417
30 H 0.932 5.239 2.745
31 H -0.172 3.215 1.707
32 H -0.785 0.772 -3.701
33 H 3.277 -3.319 -4.358
34 H 0.992 -0.367 -4.679
35 H 0.651 0.660 4.626
36 H 1.881 1.185 -1.616
37 H -3.041 -1.810 3.687
38 H -4.560 -3.134 -0.313
39 H 1.201 -1.639 -1.016
40 H 2.000 4.401 4.996
41 H 2.875 -0.922 -1.533
42 H 1.592 -3.126 -2.715
43 H -2.777 -1.628 -1.195
44 H 3.630 -2.213 -3.090
45 H 1.962 2.284 5.811
46 H 0.402 1.939 -3.568
47 H 2.213 0.183 -3.855
48 H 1.169 0.616 0.034
49 H 3.198 -1.594 -4.776

Strongest force on any atom = 19.30 eV/Å
Orbital gap = 0.289 Ha
E_HOMO = -0.299 hartree
SMILES string = CCN1CCN(C(=O)c2nn(-c3ccccc3)c(=O)c3ccccc23)CC1
Electronic energy = -1182.26710 Eh